Entry 1:
Here is a cluster of 15 separate species, C82H75N15O22 in total in a non-equilibrium geometry from the Open Molecules 2025 dataset. Energies are from wB97M-V/def2-TZVPD.

Values from the calculation:
HOMO energy = -7.935 eV
max |F| = 0.0876 Eh/bohr
LUMO = -1.03 eV
charge = 0
Kohn-Sham gap = 6.900 eV

Positions of all 194 atoms, in Å:
C 2.161 -2.675 -4.909
C 2.679 -3.860 -4.458
C 2.600 -4.261 -3.161
C 1.894 -3.483 -2.280
C 1.450 -2.234 -2.655
C 1.570 -1.855 -4.005
N 1.855 -3.849 -0.920
O 0.999 -3.305 -0.276
O 2.711 -4.657 -0.539
H 2.305 -2.215 -5.864
H 3.312 -4.534 -5.100
H 3.010 -5.253 -2.751
H 1.115 -1.499 -1.946
H 1.331 -0.813 -4.275
C -4.136 4.135 0.522
C -4.992 3.101 0.196
C -5.653 3.079 -0.987
C -5.405 4.078 -1.947
C -4.589 5.175 -1.644
C -3.840 5.100 -0.453
N -6.224 4.025 -3.230
O -6.741 2.960 -3.572
O -6.406 5.078 -3.812
H -3.575 4.118 1.422
H -5.190 2.308 0.921
H -6.350 2.312 -1.302
H -4.518 5.998 -2.370
H -3.105 5.860 -0.268
C 0.271 -6.400 3.603
C 1.149 -6.019 2.601
C 2.242 -5.187 2.823
C 2.398 -4.709 4.104
C 1.536 -4.975 5.140
C 0.506 -5.953 4.886
N 3.275 -3.586 4.273
O 4.019 -3.352 3.374
O 3.188 -2.989 5.348
H -0.449 -7.128 3.323
H 0.934 -6.464 1.603
H 2.959 -4.997 2.079
H 1.658 -4.408 6.024
H -0.064 -6.353 5.677
C -2.546 -3.111 5.112
C -2.785 -3.177 3.750
C -3.860 -3.959 3.248
C -4.474 -4.809 4.111
C -4.239 -4.827 5.480
C -3.250 -3.932 5.951
N -5.367 -5.876 3.540
O -5.686 -5.815 2.367
O -5.724 -6.777 4.297
H -1.748 -2.465 5.540
H -2.258 -2.527 3.088
H -4.142 -4.064 2.209
H -4.679 -5.636 6.111
H -3.004 -3.990 7.040
C -3.440 -1.110 -3.620
C -2.176 -1.588 -3.948
C -1.688 -1.517 -5.254
C -2.402 -0.713 -6.092
C -3.662 -0.230 -5.779
C -4.196 -0.357 -4.566
N -1.900 -0.448 -7.432
O -0.958 -1.056 -7.793
O -2.401 0.498 -8.023
H -3.818 -1.179 -2.592
H -1.591 -1.967 -3.150
H -0.711 -1.947 -5.531
H -4.177 0.305 -6.593
H -5.122 0.027 -4.258
C -1.360 0.662 -0.379
C -1.941 0.346 0.836
C -1.228 -0.270 1.858
C 0.080 -0.501 1.585
C 0.735 -0.205 0.369
C -0.025 0.453 -0.600
N 0.939 -1.191 2.721
O 2.094 -1.390 2.471
O 0.346 -1.385 3.750
H -2.003 1.124 -1.118
H -3.039 0.343 1.041
H -1.603 -0.483 2.823
H 1.825 -0.479 0.399
H 0.518 0.915 -1.401
C -0.247 4.583 -8.277
C 0.133 5.397 -7.200
C 0.333 4.793 -5.951
C 0.127 3.443 -5.752
C -0.423 2.620 -6.779
C -0.549 3.262 -8.033
N 0.519 2.834 -4.451
O 0.391 1.620 -4.431
O 0.983 3.522 -3.583
H -0.458 5.033 -9.236
H 0.367 6.453 -7.319
H 0.860 5.348 -5.139
H -0.688 1.603 -6.681
H -0.898 2.508 -8.820
C 7.557 -0.100 2.413
C 7.770 -1.364 1.783
C 7.465 -2.518 2.542
C 7.059 -2.399 3.854
C 6.740 -1.116 4.410
C 7.008 0.072 3.679
N 6.935 -3.659 4.593
O 6.812 -3.560 5.795
O 7.020 -4.641 3.979
H 7.848 0.808 1.788
H 8.150 -1.629 0.831
H 7.627 -3.520 2.151
H 6.277 -1.105 5.387
H 6.992 1.058 4.163
C 4.622 -1.436 0.855
C 4.915 -2.502 -0.025
C 5.044 -2.467 -1.375
C 4.909 -1.241 -1.952
C 4.670 -0.114 -1.184
C 4.521 -0.198 0.196
N 4.696 -1.120 -3.431
O 4.413 -0.048 -3.930
O 4.996 -2.097 -4.076
H 4.457 -1.535 1.879
H 5.034 -3.482 0.527
H 5.339 -3.343 -1.984
H 4.419 0.864 -1.668
H 4.281 0.724 0.694
C -5.680 -4.924 -1.915
C -5.116 -4.470 -0.745
C -5.305 -3.122 -0.472
C -6.039 -2.366 -1.390
C -6.489 -2.799 -2.587
C -6.366 -4.165 -2.812
N -6.130 -0.802 -1.251
O -5.778 -0.345 -0.170
O -6.576 -0.159 -2.173
H -5.641 -5.988 -2.066
H -4.597 -5.133 -0.006
H -4.953 -2.657 0.401
H -6.976 -2.083 -3.203
H -6.730 -4.494 -3.750
C -3.678 4.494 -5.789
C -3.177 5.772 -5.695
C -2.307 6.069 -4.608
C -1.908 5.120 -3.671
C -2.396 3.853 -3.803
C -3.248 3.509 -4.864
N -0.976 5.418 -2.574
O -0.820 4.524 -1.728
O -0.360 6.475 -2.630
H -4.263 4.285 -6.714
H -3.510 6.504 -6.354
H -1.817 7.039 -4.566
H -1.960 3.006 -3.310
H -3.487 2.483 -5.073
N 2.848 0.241 5.255
C 2.415 1.220 4.407
C 2.186 2.345 5.205
C 2.697 2.047 6.515
C 3.015 0.716 6.507
H 3.073 -0.703 4.997
H 2.356 1.080 3.347
H 2.002 3.354 4.925
H 2.707 2.719 7.345
H 3.242 0.064 7.347
N -4.752 0.551 5.437
C -3.830 1.415 4.935
C -4.069 1.582 3.583
C -5.145 0.782 3.194
C -5.530 0.159 4.354
H -4.975 0.257 6.352
H -3.051 1.762 5.611
H -3.447 2.277 3.035
H -5.454 0.642 2.150
H -6.385 -0.503 4.525
N 5.268 3.542 4.857
C 6.566 3.743 5.243
C 7.372 3.590 4.134
C 6.481 3.213 3.075
C 5.187 3.280 3.535
H 4.482 3.525 5.511
H 6.793 4.013 6.284
H 8.465 3.858 4.142
H 6.897 3.071 2.022
H 4.282 3.023 3.099
N 1.901 3.845 -0.538
C 1.066 3.554 0.508
C 1.672 4.003 1.710
C 2.967 4.555 1.309
C 3.066 4.499 -0.085
H 1.633 3.845 -1.544
H 0.083 3.161 0.366
H 1.234 3.783 2.620
H 3.792 4.881 1.977
H 3.921 4.609 -0.734

Results of the Mulliken charge analysis, in e, for atoms 1 through 8: -0.3054 -0.6758 -0.4207 -0.6543 0.8246 -0.5941 1.2526 -0.5443

Entry 2:
Here is a cluster of 11 separate species, H22O11 in total in a non-equilibrium geometry from the Open Molecules 2025 dataset. Energies are from wB97M-V/def2-TZVPD.

Values from the calculation:
HOMO energy = -9.585 eV
max |F| = 0.0938 Eh/bohr
structure (SMILES) = O.O.O.O.O.O.O.O.O.O.O
LUMO = 0.03 eV
charge = 0
energy relative to the best compared isomer or geometry (same formula, charge and spin) = 517.35 kJ/mol
Kohn-Sham gap = 9.613 eV

Positions of all 33 atoms, in Å:
O -0.559 -0.576 0.103
H -1.073 -0.500 0.915
H -0.216 0.313 -0.041
O -1.809 -3.019 -0.124
H -1.911 -2.631 0.752
H -2.704 -3.273 -0.374
O -5.230 -0.405 -0.003
H -4.275 -0.282 -0.055
H -5.570 0.074 -0.768
O -0.419 0.306 3.069
H -0.099 0.628 3.919
H -1.330 0.044 3.245
O -0.501 -0.816 -2.333
H -1.456 -0.739 -2.431
H -0.249 -1.467 -2.998
O 2.891 -2.723 -0.912
H 3.742 -3.174 -0.951
H 3.113 -1.793 -1.035
O 2.756 2.708 -0.727
H 3.449 2.340 -0.167
H 3.204 3.397 -1.231
O 1.511 -0.493 -2.110
H 1.636 -1.421 -1.882
H 1.136 -0.517 -2.997
O 2.907 0.496 2.276
H 2.231 1.086 1.924
H 2.574 -0.387 2.077
O 1.705 2.438 0.968
H 1.229 2.460 0.130
H 1.703 3.355 1.264
O -2.818 1.798 -0.117
H -3.474 1.585 0.556
H -2.094 1.186 0.059

Results of the Mulliken charge analysis, in e, for atoms 1 through 8: -0.2547 0.0961 0.2090 -0.5610 0.2647 0.3001 -0.6305 0.2875

Entry 3:
Here is a structure of composition C16H34As2AuN2S in a non-equilibrium geometry from the Open Molecules 2025 dataset. Energies are from wB97M-V/def2-TZVPD.

Values from the calculation:
HOMO energy = -10.734 eV
max |F| = 0.0213 Eh/bohr
LUMO = -2.44 eV
charge = +1
energy relative to the best compared isomer or geometry (same formula, charge and spin) = 31.51 kJ/mol
Kohn-Sham gap = 8.296 eV

Positions of all 56 atoms, in Å:
Au -0.292 -0.104 -0.047
C 3.103 0.543 -0.961
As 2.014 -0.314 0.389
C 2.919 -2.034 0.433
C 2.474 0.590 2.036
C 3.792 1.038 2.135
C 4.202 1.817 3.200
C 3.290 2.167 4.179
C 1.988 1.712 4.090
C 1.556 0.900 3.046
As -0.308 0.300 3.078
C -0.649 0.396 5.020
C 0.119 -1.627 3.092
H 4.163 0.324 -0.818
H 2.966 1.623 -0.980
H 2.814 0.138 -1.932
H 3.958 -1.879 0.746
H 2.924 -2.468 -0.572
H 2.435 -2.729 1.119
H 4.512 0.794 1.356
H 5.226 2.151 3.261
H 3.588 2.797 5.003
H 1.287 1.996 4.862
H 0.214 0.088 5.609
H -1.474 -0.285 5.237
H -0.969 1.391 5.329
H 0.910 -1.844 3.812
H 0.428 -1.958 2.094
H -0.766 -2.196 3.378
C -3.482 1.041 -1.073
S -2.754 -0.004 0.230
C -3.276 -1.642 -0.349
H -4.505 1.276 -0.796
H -3.450 0.516 -2.021
H -2.898 1.951 -1.137
H -2.935 -1.790 -1.369
H -4.360 -1.712 -0.288
H -2.818 -2.376 0.307
C -1.416 5.100 0.692
C -0.525 4.219 1.582
C -1.064 4.205 3.012
C 0.916 4.731 1.586
N -0.520 2.806 1.167
N 0.025 2.501 -0.109
H -1.367 6.134 1.022
H -2.455 4.779 0.749
H -1.105 5.081 -0.353
H -1.088 5.208 3.425
H -0.428 3.568 3.625
H -2.071 3.796 3.036
H 0.960 5.710 2.056
H 1.318 4.820 0.578
H 1.541 4.041 2.150
H -1.480 2.458 1.181
H 1.037 2.612 -0.052
H -0.320 3.120 -0.851

Results of the Mulliken charge analysis, in e, for atoms 1 through 8: 0.2862 -1.2609 0.4191 -1.1033 0.5300 -0.6165 -0.8607 -0.8438

Entry 4:
Here is the molecule C4H6N2O2 in a non-equilibrium geometry from the Open Molecules 2025 dataset. Energies are from wB97M-V/def2-TZVPD.

Values from the calculation:
HOMO energy = -9.494 eV
max |F| = 0.1227 Eh/bohr
structure (SMILES) = [H]/N=C(/C=C)C(=O)ON
LUMO = 0.05 eV
charge = 0
energy relative to the best compared isomer or geometry (same formula, charge and spin) = 516.60 kJ/mol
Kohn-Sham gap = 9.546 eV

Positions of all 14 atoms, in Å:
H -0.102 -1.545 -2.748
N 0.641 -1.340 -2.088
C 0.383 -0.615 -1.128
C 1.423 -0.487 0.169
C 1.770 0.639 0.774
C -0.669 -0.381 -0.117
O -1.301 -1.236 0.488
O -1.099 0.922 -0.257
N -2.066 1.335 0.709
H 2.108 -1.319 0.113
H 1.062 1.457 0.919
H 2.711 0.744 1.286
H -2.960 1.033 0.319
H -1.901 0.793 1.561

Results of the Mulliken charge analysis, in e, for atoms 1 through 8: 0.2680 -0.6327 0.5383 -0.3048 -0.6069 0.6035 -0.6143 -0.2196